[1]
{
  "formula": "C6H18Cl3GeN4Pt",
  "method": "ωB97M-V with the def2-TZVPD basis set",
  "symbols": ["Pt", "N", "C", "C", "N", "C", "C", "N", "C", "C", "N", "H", "H", "H", "H", "H", "H", "H", "H", "H", "H", "H", "H", "H", "H", "H", "H", "H", "H", "Cl", "Ge", "Cl", "Cl"],
  "xyz": [[-0.048, -0.200, -0.963], [2.015, -0.650, -0.785], [2.394, -0.574, 0.650], [1.494, 0.444, 1.325], [0.067, 0.086, 1.056], [-0.877, 1.184, 1.448], [-1.112, 2.123, 0.291], [-1.569, 1.281, -0.846], [-0.310, -1.151, 1.846], [-1.536, -1.872, 1.299], [-1.281, -2.269, -0.087], [2.481, 0.094, -1.298], [2.337, -1.521, -1.201], [2.277, -1.565, 1.081], [3.443, -0.302, 0.778], [1.678, 0.482, 2.402], [1.668, 1.444, 0.927], [-1.823, 0.716, 1.717], [-0.511, 1.697, 2.339], [-1.839, 2.888, 0.569], [-0.202, 2.632, -0.024], [-2.512, 0.928, -0.694], [-1.614, 1.829, -1.703], [0.532, -1.836, 1.831], [-0.467, -0.838, 2.881], [-1.766, -2.718, 1.951], [-2.409, -1.218, 1.310], [-0.687, -3.091, -0.146], [-2.134, -2.525, -0.573], [2.351, 0.893, -5.321], [0.845, 1.469, -3.963], [-0.729, 2.620, -4.788], [-0.157, -0.479, -3.311]],
  "atomic_forces_ev_per_a": [[0.4, 1.0, 0.2], [-0.1, -0.4, -0.3], [0.1, 0.1, 0.1], [0.0, 0.0, 0.2], [-0.2, -0.3, 0.2], [0.1, 0.1, 0.1], [0.0, 0.1, 0.1], [-0.2, -0.3, -0.4], [-0.1, 0.0, 0.0], [0.1, 0.1, -0.1], [-0.1, -0.3, -0.3], [0.0, 0.0, 0.0], [0.0, 0.0, 0.1], [0.0, 0.0, 0.0], [0.0, 0.1, -0.1], [0.0, -0.1, 0.0], [0.0, 0.0, 0.0], [0.0, 0.0, 0.0], [0.1, 0.0, 0.0], [-0.1, -0.1, -0.1], [0.0, 0.0, 0.0], [0.0, 0.1, 0.1], [-0.1, 0.0, 0.0], [0.0, 0.0, 0.0], [0.0, 0.0, 0.0], [0.0, 0.1, 0.1], [0.0, -0.1, 0.0], [0.0, 0.0, 0.1], [0.0, 0.1, 0.1], [-0.1, 0.0, 0.0], [0.1, 0.1, 0.0], [0.0, 0.0, 0.0], [0.0, -0.1, -0.1]],
  "lowdin_spin": [0.04, 0.00, 0.00, 0.00, 0.00, 0.00, 0.00, 0.00, 0.00, 0.00, 0.00, 0.00, 0.00, 0.00, 0.00, 0.00, 0.00, 0.00, 0.00, 0.00, 0.00, 0.00, 0.00, 0.00, 0.00, 0.00, 0.00, 0.00, 0.00, 0.17, 0.48, 0.17, 0.12],
  "total_energy_ha": -4034.7766,
  "largest_force_ev_per_a": 1.15,
  "multiplicity": 2,
  "orbital_gap_ha": [0.3108, 0.2293],
  "e_above_lowest_kcal_mol": 10.8,
  "charge": 2,
  "s_squared": 0.754
}

[2]
{
  "formula": "C30H19BCo2F6O8S",
  "method": "ωB97M-V with the def2-TZVPD basis set",
  "symbols": ["C", "C", "C", "C", "C", "B", "C", "C", "C", "C", "F", "F", "F", "C", "C", "C", "F", "F", "F", "C", "O", "C", "C", "O", "S", "H", "H", "H", "H", "H", "H", "H", "H", "H", "H", "H", "H", "O", "C", "Co", "C", "O", "C", "O", "C", "C", "C", "C", "C", "C", "C", "C", "C", "Co", "C", "O", "C", "O", "C", "O", "H", "H", "H", "H", "H", "H", "H"],
  "xyz": [[0.431, 0.714, -8.228], [0.676, 1.103, -6.821], [1.195, 2.300, -6.365], [1.314, 2.350, -4.932], [0.863, 1.206, -4.319], [0.983, 0.858, -2.741], [-0.382, 1.561, -2.154], [-1.509, 0.795, -1.971], [-2.656, 1.386, -1.462], [-3.826, 0.495, -1.176], [-5.017, 1.151, -1.194], [-3.903, -0.541, -2.067], [-3.701, -0.072, 0.077], [-2.697, 2.739, -1.137], [-1.548, 3.490, -1.337], [-1.508, 4.954, -0.991], [-0.581, 5.213, -0.010], [-1.152, 5.711, -2.081], [-2.708, 5.421, -0.544], [-0.383, 2.903, -1.834], [1.054, -0.577, -2.598], [2.374, -0.858, -2.140], [3.025, 0.502, -1.773], [2.151, 1.523, -2.225], [0.372, 0.026, -5.485], [0.768, 1.513, -8.896], [0.977, -0.206, -8.471], [-0.638, 0.538, -8.397], [1.482, 3.123, -7.018], [1.715, 3.202, -4.391], [-1.504, -0.260, -2.234], [-3.600, 3.189, -0.747], [0.516, 3.499, -1.967], [2.310, -1.514, -1.257], [2.948, -1.366, -2.937], [3.114, 0.596, -0.677], [4.007, 0.622, -2.259], [0.334, 0.141, 0.202], [-0.171, -0.569, 0.964], [-0.880, -1.602, 2.179], [-1.789, -0.346, 2.954], [-2.364, 0.501, 3.489], [-2.259, -2.534, 1.597], [-3.198, -3.105, 1.243], [0.090, -2.197, 3.804], [0.735, -1.214, 4.680], [1.508, -0.145, 4.178], [2.125, 0.750, 5.054], [1.956, 0.609, 6.443], [1.182, -0.442, 6.945], [0.575, -1.346, 6.076], [-0.599, -3.376, 4.202], [-1.499, -3.840, 5.069], [0.364, -3.636, 2.772], [1.228, -3.007, 1.343], [1.995, -2.839, 0.487], [-0.709, -4.857, 2.087], [-1.298, -5.766, 1.678], [1.502, -4.838, 3.361], [2.195, -5.678, 3.749], [1.613, -0.024, 3.095], [2.720, 1.569, 4.650], [2.415, 1.329, 7.124], [1.038, -0.567, 8.021], [-0.046, -2.159, 6.459], [-1.851, -4.868, 4.954], [-1.876, -3.235, 5.898]],
  "atomic_forces_ev_per_a": [[-0.1, -0.2, -0.3], [0.5, 0.8, 0.8], [-0.3, -0.6, 0.3], [-0.6, -0.3, -0.8], [0.6, 0.1, -0.5], [-1.2, 1.1, -1.3], [1.5, -0.8, -0.2], [-0.8, 0.1, 0.1], [-0.3, -0.2, 0.1], [-0.3, 0.0, -0.4], [0.7, -0.6, 0.1], [-0.2, 0.8, 0.9], [-0.3, 0.1, -0.6], [-0.1, -0.2, 0.0], [0.4, 0.2, 0.1], [0.1, 0.4, -0.1], [-0.8, 0.0, -0.8], [-0.3, -0.5, 1.1], [0.9, -0.2, -0.3], [-0.7, 0.6, 0.2], [0.6, -0.4, 1.1], [-0.2, -0.1, -0.1], [-0.2, 0.3, 0.0], [0.7, -0.7, 0.7], [0.0, 0.9, -0.2], [-0.1, -0.2, 0.1], [-0.1, 0.1, -0.1], [0.2, 0.0, -0.1], [-0.1, -0.3, 0.0], [-0.1, -0.2, 0.0], [0.1, 0.1, 0.0], [0.0, 0.0, 0.0], [-0.1, -0.1, 0.0], [0.2, 0.2, -0.5], [-0.2, 0.1, 0.3], [0.3, -0.1, -0.2], [-0.1, -0.1, 0.3], [-1.3, -2.0, 2.9], [1.6, 2.7, -5.8], [1.9, -2.0, 2.2], [-2.6, 3.7, 3.4], [1.5, -2.2, -1.7], [-2.7, -1.3, -2.5], [2.5, 1.4, 1.3], [-1.1, 1.8, 2.6], [0.0, 0.0, 0.2], [0.0, -0.1, 0.2], [-0.3, -0.1, 0.1], [-0.1, -0.1, -0.5], [-0.1, -0.2, -0.1], [0.1, 0.3, 0.0], [-1.8, 0.9, 3.5], [0.4, -0.2, -0.3], [0.1, -0.9, -4.4], [3.8, -0.3, -3.1], [-2.6, -0.1, 2.4], [-1.7, -3.5, -1.8], [1.3, 2.6, 1.2], [2.7, -2.5, 1.6], [-1.9, 2.2, -1.0], [0.1, -0.1, 0.3], [-0.1, -0.2, 0.1], [-0.1, -0.3, -0.2], [0.1, 0.1, -0.4], [0.3, 0.3, -0.1], [0.0, 0.3, 0.3], [0.0, -0.2, -0.4]],
  "mulliken_charge": [-1.22, 0.54, -0.68, -0.96, 0.28, 1.87, -0.21, -0.51, 0.28, 0.84, -0.29, -0.27, -0.22, -1.19, 0.16, 0.78, -0.27, -0.27, -0.29, -0.67, -0.76, 0.11, -0.46, -0.72, -0.25, 0.34, 0.29, 0.26, 0.31, 0.41, 0.61, 0.57, 0.49, -0.40, 0.42, 0.21, 0.29, -0.16, 0.06, 0.60, 0.07, -0.26, -0.32, -0.27, 0.88, 0.95, -0.21, -0.82, -0.42, -0.77, -0.40, 0.15, -0.76, 0.22, 0.46, -0.46, 0.10, -0.30, 0.04, -0.30, 0.49, 0.43, 0.39, 0.39, 0.22, 0.25, 0.29],
  "total_energy_ha": -5544.1423,
  "largest_force_ev_per_a": 6.62,
  "multiplicity": 1,
  "orbital_gap_ha": 0.0748,
  "e_above_lowest_kcal_mol": 49.2
}

[3]
{
  "formula": "C40H42IrN4O4SSb",
  "method": "ωB97M-V with the def2-TZVPD basis set",
  "symbols": ["Ir", "C", "O", "C", "C", "C", "C", "C", "C", "N", "C", "N", "C", "C", "C", "C", "C", "C", "O", "C", "N", "C", "C", "C", "C", "C", "C", "O", "C", "H", "H", "H", "H", "H", "H", "H", "H", "H", "H", "H", "H", "H", "H", "H", "H", "H", "H", "H", "H", "H", "H", "O", "N", "C", "C", "C", "C", "C", "S", "H", "H", "H", "H", "C", "Sb", "C", "C", "H", "H", "H", "H", "H", "H", "H", "H", "H", "C", "C", "C", "C", "C", "C", "C", "C", "C", "C", "H", "H", "H", "H", "H", "H", "H"],
  "xyz": [[1.030, -1.111, 0.307], [-4.554, 4.424, -2.509], [-3.680, 3.607, -1.735], [-3.255, 4.100, -0.543], [-3.659, 5.300, 0.016], [-3.129, 5.710, 1.239], [-2.183, 4.933, 1.884], [-1.768, 3.732, 1.315], [-2.320, 3.295, 0.121], [-1.958, 2.093, -0.523], [-1.287, 1.040, 0.028], [-1.637, 0.766, 1.299], [-1.293, -0.288, 2.179], [-0.430, -1.335, 1.830], [-0.207, -2.334, 2.791], [-0.774, -2.281, 4.054], [-1.607, -1.222, 4.377], [-1.882, -0.235, 3.449], [-2.698, 0.780, 3.886], [-3.944, 1.024, 3.234], [-0.468, 0.305, -0.687], [-0.147, 0.785, -2.009], [-0.431, -0.011, -3.106], [-0.098, 0.369, -4.399], [0.539, 1.580, -4.603], [0.824, 2.407, -3.523], [0.476, 2.025, -2.233], [0.708, 2.798, -1.144], [1.084, 4.159, -1.344], [-4.720, 3.894, -3.441], [-4.101, 5.394, -2.716], [-5.507, 4.566, -1.999], [-4.389, 5.919, -0.487], [-3.459, 6.643, 1.675], [-1.752, 5.257, 2.823], [-0.996, 3.142, 1.799], [-1.972, 2.121, -1.532], [-2.318, 1.412, 1.658], [0.460, -3.157, 2.569], [-0.570, -3.055, 4.786], [-2.071, -1.139, 5.351], [-4.656, 1.297, 4.008], [-4.310, 0.130, 2.724], [-3.883, 1.863, 2.534], [-0.914, -0.963, -2.933], [-0.340, -0.276, -5.234], [0.814, 1.894, -5.602], [1.322, 3.352, -3.690], [1.034, 4.632, -0.368], [0.392, 4.657, -2.025], [2.101, 4.237, -1.734], [1.271, -1.768, -1.816], [2.123, -2.760, -2.038], [2.934, -2.651, -3.111], [3.823, -3.648, -3.412], [3.883, -4.774, -2.594], [3.050, -4.861, -1.503], [2.151, -3.831, -1.212], [1.114, -3.812, 0.168], [2.811, -1.736, -3.672], [4.464, -3.538, -4.275], [4.582, -5.572, -2.811], [3.071, -5.716, -0.841], [-1.589, -4.605, -2.262], [-1.530, -3.102, -0.757], [-2.378, -4.183, 0.852], [-3.263, -1.950, -1.295], [-2.636, -4.870, -2.425], [-1.033, -5.471, -1.905], [-1.150, -4.240, -3.190], [-3.248, -4.715, 0.461], [-2.676, -3.487, 1.636], [-1.651, -4.890, 1.250], [-4.093, -2.660, -1.327], [-3.122, -1.474, -2.263], [-3.434, -1.194, -0.528], [5.757, -2.005, 3.384], [4.669, -2.775, 2.910], [3.685, -2.192, 2.165], [3.724, -0.812, 1.840], [2.715, -0.163, 1.052], [2.809, 1.186, 0.807], [3.898, 1.945, 1.297], [4.875, 1.345, 2.032], [4.811, -0.044, 2.326], [5.819, -0.673, 3.100], [6.533, -2.473, 3.977], [4.616, -3.832, 3.146], [2.850, -2.786, 1.820], [2.046, 1.692, 0.232], [3.950, 3.007, 1.083], [5.713, 1.919, 2.410], [6.641, -0.070, 3.470]],
  "atomic_forces_ev_per_a": [[0.0, 0.1, 0.2], [0.1, -0.1, 0.1], [-0.1, 0.1, -0.2], [-0.1, 0.0, 0.0], [0.0, 0.1, 0.1], [0.0, -0.1, 0.0], [0.0, 0.0, 0.0], [0.1, 0.0, 0.1], [0.1, -0.1, 0.1], [0.0, 0.1, 0.0], [-0.2, -0.2, -0.2], [0.2, -0.1, 0.2], [-0.1, 0.1, -0.3], [0.2, -0.1, 0.0], [-0.1, 0.1, 0.2], [0.0, 0.0, -0.1], [-0.1, -0.1, 0.1], [-0.2, -0.3, 0.2], [0.1, 0.5, -0.3], [0.0, -0.2, 0.1], [0.5, 0.2, -0.3], [-0.2, -0.1, 0.2], [-0.1, -0.1, -0.1], [0.0, 0.0, 0.0], [0.0, 0.1, 0.0], [0.0, 0.0, -0.1], [0.2, 0.1, 0.0], [0.0, 0.2, 0.2], [0.0, -0.2, 0.0], [0.0, 0.0, 0.0], [0.0, 0.0, 0.0], [0.0, 0.0, 0.0], [0.0, 0.0, 0.0], [0.0, 0.0, 0.0], [0.0, 0.0, 0.0], [-0.1, 0.1, 0.0], [0.0, 0.1, 0.0], [0.0, 0.0, 0.1], [0.0, 0.0, 0.0], [0.0, 0.1, 0.0], [0.0, 0.0, 0.0], [0.0, 0.0, 0.1], [0.1, 0.0, 0.0], [0.0, 0.0, 0.0], [0.0, 0.0, 0.0], [0.0, 0.0, 0.0], [0.0, 0.0, 0.0], [0.0, 0.0, 0.0], [0.0, 0.0, 0.0], [0.0, 0.0, 0.0], [0.0, 0.0, 0.0], [0.0, 0.0, 0.0], [-0.1, 0.1, 0.0], [0.0, 0.0, 0.0], [0.0, 0.1, -0.1], [0.0, -0.1, 0.0], [-0.1, 0.0, 0.1], [0.0, 0.0, 0.0], [0.0, 0.1, 0.0], [0.0, 0.0, 0.0], [0.0, 0.0, 0.0], [0.0, 0.0, 0.0], [0.0, 0.0, 0.0], [0.0, 0.0, -0.1], [-0.1, -0.2, 0.0], [0.0, 0.0, 0.1], [0.0, 0.1, 0.0], [0.1, 0.0, 0.0], [0.0, 0.0, 0.0], [0.0, 0.0, 0.0], [0.1, 0.0, 0.1], [0.0, -0.1, 0.0], [-0.1, 0.0, 0.0], [0.0, 0.1, 0.0], [0.0, 0.0, 0.0], [0.0, 0.0, -0.1], [-0.1, -0.2, 0.0], [0.2, 0.0, 0.1], [0.0, 0.2, 0.0], [0.0, 0.0, 0.0], [0.0, -0.4, -0.1], [0.2, 0.2, 0.1], [-0.1, 0.0, -0.1], [0.1, -0.1, 0.1], [0.1, 0.0, 0.0], [0.0, 0.1, 0.0], [0.0, 0.0, 0.0], [0.0, 0.1, 0.0], [0.0, 0.0, 0.0], [0.0, 0.0, 0.0], [0.0, 0.0, 0.0], [0.0, 0.0, 0.0], [0.0, 0.0, 0.0]],
  "lowdin_spin": [2.56, 0.00, 0.00, 0.00, 0.00, 0.00, 0.00, 0.00, 0.00, 0.01, 0.02, 0.02, 0.06, 0.18, 0.06, 0.00, 0.04, 0.00, 0.00, 0.00, 0.16, 0.01, 0.01, 0.00, 0.01, 0.00, 0.01, 0.00, 0.00, 0.00, 0.00, 0.00, 0.00, 0.00, 0.00, 0.00, 0.00, 0.00, 0.01, 0.00, 0.00, 0.00, 0.00, 0.00, 0.00, 0.00, 0.00, 0.00, 0.00, 0.00, 0.00, 0.16, 0.03, 0.00, 0.02, 0.01, 0.02, 0.04, 0.38, 0.00, 0.00, 0.00, 0.00, 0.06, 0.41, 0.03, 0.14, 0.01, 0.00, 0.00, 0.01, 0.00, 0.00, 0.02, 0.00, 0.00, -0.01, 0.01, 0.01, 0.06, 0.20, 0.12, 0.01, 0.06, 0.01, 0.01, 0.00, 0.00, 0.01, 0.01, 0.00, 0.00, 0.00],
  "total_energy_ha": -2811.7660,
  "largest_force_ev_per_a": 0.60,
  "multiplicity": 6,
  "orbital_gap_ha": [0.2371, 0.2054],
  "charge": 1,
  "s_squared": 8.779
}

[4]
{
  "formula": "C4H11OP",
  "method": "ωB97M-V with the def2-TZVPD basis set",
  "symbols": ["C", "P", "C", "C", "O", "C", "H", "H", "H", "H", "H", "H", "H", "H", "H", "H", "H"],
  "xyz": [[-1.222, -1.146, 0.894], [-0.262, 0.130, 0.385], [-1.198, 1.591, -0.143], [0.954, 0.687, 1.611], [0.993, -0.021, -1.161], [1.009, -1.212, -1.856], [-0.701, -1.967, 1.361], [-2.038, -1.418, 0.250], [-1.972, 1.279, -0.840], [-1.651, 2.023, 0.746], [-0.530, 2.300, -0.625], [1.541, -0.167, 1.942], [1.608, 1.424, 1.155], [0.419, 1.113, 2.457], [1.946, -1.752, -1.668], [0.936, -0.996, -2.931], [0.170, -1.866, -1.575]],
  "atomic_forces_ev_per_a": [[1.0, 0.8, -0.6], [1.4, -0.6, -1.8], [0.3, -0.5, 0.0], [-0.3, -0.3, -0.4], [-1.9, 1.5, 3.0], [-0.1, -0.6, -0.3], [0.0, -0.1, 0.2], [-0.4, 0.0, -0.1], [0.0, 0.0, 0.0], [-0.1, 0.1, 0.0], [0.0, 0.0, 0.0], [0.0, 0.0, 0.0], [0.1, 0.0, 0.0], [0.0, 0.0, 0.0], [-0.1, -0.1, -0.1], [0.0, -0.2, 0.1], [0.1, -0.1, -0.1]],
  "mulliken_charge": [-1.07, 1.09, -1.09, -1.10, -0.53, -0.63, 0.30, 0.33, 0.31, 0.35, 0.32, 0.32, 0.31, 0.36, 0.20, 0.21, 0.31],
  "total_energy_ha": -575.5370,
  "largest_force_ev_per_a": 3.89,
  "multiplicity": 1,
  "orbital_gap_ha": 0.3320,
  "e_above_lowest_kcal_mol": 39.3
}